Record 1
Computed, not measured: an isolated molecule of C2H4N4O, with the ωB97M-V functional and the def2-TZVPD basis.

Last column: natural (NBO) charge in e.
Positions of all 11 atoms, in Å:
1 O 1.25542 -1.76872 1.34327  -0.662
2 N 1.31045 -0.29555 -0.43536  -0.394
3 N 0.51584 0.62483 -1.06091  -0.362
4 N -1.65867 1.39761 -0.54822  -0.806
5 N -0.54740 -0.31828 0.72047  -0.568
6 C -0.57199 0.57369 -0.31923  0.466
7 C 0.65572 -0.83032 0.59696  0.631
8 H -2.54359 0.95443 -0.34609  0.387
9 H 2.25168 -0.48145 -0.73815  0.416
10 H -1.63608 1.80987 -1.47148  0.388
11 H 0.96861 -1.66612 2.25872  0.503

* orbital gap: 9.27 eV
* SMILES: Nc1n[nH]c(O)n1
* E_HOMO: -8.58 eV
* largest force on an atom: 0.007 Eh/bohr
* relative energy (zero: lowest compared OMol25 entry of this formula, charge and spin): 0.223 eV

***

Record 2
Computed, not measured: a cluster of 2 separate species, C5H12N2O in total at a distorted geometry, with the ωB97M-V functional and the def2-TZVPD basis.

Last column: natural (NBO) charge in e.
Positions of all 20 atoms, in Å:
1 O -0.54056 2.01965 -0.83309  -0.423
2 N 1.21155 0.08002 -0.31820  -0.536
3 N -0.50072 1.26821 0.15495  0.094
4 C 1.28634 -1.28906 0.13020  -0.415
5 C -2.29691 -0.04206 -1.03488  -0.668
6 C -1.47585 0.23557 0.18604  0.084
7 C -1.63013 -0.38130 1.35696  -0.353
8 C 2.24800 0.94015 0.20666  -0.414
9 H 2.06153 1.95368 -0.14007  0.223
10 H 3.25252 0.62652 -0.10359  0.174
11 H 1.17229 0.14598 -1.33099  0.368
12 H -3.04838 -0.80115 -0.83986  0.217
13 H -2.37266 -1.14625 1.50739  0.201
14 H 2.19158 0.92708 1.29349  0.198
15 H 0.47144 -1.86375 -0.30592  0.206
16 H 1.18129 -1.30711 1.21451  0.199
17 H 2.23903 -1.76566 -0.13574  0.179
18 H -1.01963 -0.11006 2.19967  0.208
19 H -2.78053 0.87876 -1.35860  0.239
20 H -1.65020 -0.36922 -1.84895  0.218

* orbital gap: 8.37 eV
* SMILES: C=C(C)N=O.CNC
* E_HOMO: -7.97 eV
* largest force on an atom: 0.043 Eh/bohr
* relative energy (zero: lowest compared OMol25 entry of this formula, charge and spin): 4.795 eV

***

Record 3
Computed, not measured: an isolated molecule of C7H9N3O2 at a distorted geometry, with the ωB97M-V functional and the def2-TZVPD basis.

Last column: natural (NBO) charge in e.
Positions of all 21 atoms, in Å:
1 O -1.63866 2.22140 0.14329  -0.582
2 O -1.74568 1.29528 -1.92904  -0.698
3 N -2.04859 -0.35746 1.38534  -0.835
4 N 0.60197 0.28666 1.06202  -0.271
5 N 1.68658 0.98508 1.44085  -0.194
6 C 2.81620 0.59505 0.93351  0.016
7 C 0.52834 -0.47798 -0.01812  0.188
8 C -0.78313 -1.12050 -0.57551  -0.436
9 C 2.98809 -0.50266 0.00236  -0.226
10 C 1.77692 -1.02521 -0.50437  -0.197
11 C -1.74213 1.21311 -0.56068  0.761
12 C -1.89316 -0.18013 -0.07131  -0.161
13 H 4.00843 -0.83042 -0.24002  0.233
14 H 1.73549 -1.85425 -1.23162  0.222
15 H -0.89086 -2.11383 -0.13539  0.249
16 H -1.14642 -0.22852 1.81773  0.397
17 H 3.68366 1.22294 1.20568  0.201
18 H -0.75836 -1.14150 -1.69858  0.243
19 H -2.72906 0.29099 1.72166  0.370
20 H -1.56592 2.21840 -2.12290  0.498
21 H -2.88369 -0.49645 -0.62489  0.222

* orbital gap: 9.19 eV
* SMILES: N[C@H](Cc1cccnn1)C(=O)O
* E_HOMO: -8.97 eV
* largest force on an atom: 0.069 Eh/bohr
* relative energy (zero: lowest compared OMol25 entry of this formula, charge and spin): 2.168 eV

***

Record 4
Computed, not measured: a structure of composition C19H31ClN2SW at a distorted geometry, with the ωB97M-V functional and the def2-TZVPD basis.

Last column: Mulliken spin population.
Positions of all 55 atoms, in Å:
1 W 0.43493 0.21209 0.00719  0.894
2 Cl -0.46245 2.10477 -0.84616  0.140
3 S -1.93509 -0.92871 0.07188  0.004
4 N -2.07999 -2.97913 1.83998  -0.003
5 N -1.46278 -3.46431 -0.33815  0.001
6 C 1.21513 -1.60438 -1.05968  0.037
7 C 1.07833 5.84151 -3.39386  -0.014
8 C 1.44177 6.49808 -2.09606  0.780
9 C 1.54934 1.44284 1.62334  -0.001
10 C -0.54208 0.78828 2.38242  -0.006
11 C 1.61086 0.04497 2.01638  -0.054
12 C 0.20121 1.91089 1.92119  -0.018
13 C -2.69433 -4.68285 3.47309  0.000
14 C 0.44012 -0.92667 -2.05533  -0.011
15 C 0.31301 6.75416 -1.14599  -0.017
16 C -3.07912 -4.03530 2.16122  0.000
17 C 2.32490 -0.77248 -0.70709  -0.050
18 C 2.79177 6.21733 -1.53220  -0.002
19 C 1.09303 0.30994 -2.32496  -0.023
20 C -0.80103 -4.73294 0.03524  0.001
21 C -1.82218 -2.56004 0.57620  0.005
22 C 2.22810 0.44806 -1.46197  0.040
23 C 0.30857 -0.36133 2.44963  0.033
24 C -1.42324 -5.86752 -0.75107  0.000
25 H -0.55185 6.12579 -1.43761  0.022
26 H -1.02359 -6.84777 -0.45963  0.000
27 H -3.25804 -5.59887 3.62578  0.000
28 H 3.20608 5.31924 -2.01897  0.017
29 H 2.40402 2.09112 1.39518  0.002
30 H 0.58272 6.41802 -0.12993  0.016
31 H -2.08745 -2.18694 2.47695  0.001
32 H -0.88568 -4.87269 1.11083  0.000
33 H 2.70307 5.95004 -0.46817  0.014
34 H -0.04360 7.79157 -1.07691  0.047
35 H 1.05113 6.48406 -4.28960  0.046
36 H 3.12974 -1.09966 -0.05606  -0.001
37 H -2.93142 -4.00002 4.28986  0.000
38 H 0.79546 1.02192 -3.07214  0.000
39 H -0.41424 -1.36473 -2.56229  0.001
40 H -0.16282 2.93833 1.88786  0.000
41 H 0.27232 -4.66943 -0.18009  -0.001
42 H 1.04906 -2.60466 -0.71919  0.011
43 H 3.04137 1.15716 -1.60751  0.005
44 H -2.50565 -5.88419 -0.59369  0.000
45 H -1.63219 -4.93034 3.50387  0.000
46 H -4.05883 -3.53597 2.22338  0.000
47 H 0.07528 -1.31756 2.93385  0.002
48 H -1.40110 -3.20238 -1.31767  0.001
49 H -1.58261 0.80945 2.67092  0.001
50 H -1.26309 -5.72991 -1.82749  0.000
51 H 3.52988 7.01920 -1.61972  0.046
52 H 0.08055 5.36889 -3.30112  0.021
53 H -3.13473 -4.74725 1.32880  0.000
54 H 2.52064 -0.56244 2.04908  0.000
55 H 1.76684 5.00277 -3.60379  0.015

* orbital gap (alpha / beta): 3.13 / 6.84 eV
* <S²>: 2.012
* E_HOMO (alpha / beta): -10.79 / -15.36 eV
* largest force on an atom: 0.059 Eh/bohr
* relative energy (zero: lowest compared OMol25 entry of this formula, charge and spin): 1.055 eV
* charge: +2
* multiplicity: 3

***

Record 5
Computed, not measured: an isolated molecule of C3H6ClN at a distorted geometry, with the ωB97M-V functional and the def2-TZVPD basis.

Last column: natural (NBO) charge in e.
Positions of all 11 atoms, in Å:
1 Cl -0.30965 1.66405 -2.05161  -0.050
2 N 0.56525 -1.02223 0.92839  -0.607
3 C 0.58875 1.03931 -0.64288  -0.395
4 C 0.13072 -0.33341 -0.34126  -0.115
5 C -0.79728 -0.43802 0.91182  -0.262
6 H -0.22670 -0.95734 -1.27312  0.212
7 H 1.72003 1.12584 -0.90014  0.222
8 H 0.62670 -2.10233 0.88652  0.379
9 H -1.05722 0.48041 1.48677  0.201
10 H 0.45695 1.63267 0.31483  0.222
11 H -1.69753 -1.08895 0.68069  0.194

* orbital gap: 10.84 eV
* SMILES: ClC[C@@H]1CN1
* E_HOMO: -9.72 eV
* largest force on an atom: 0.068 Eh/bohr
* relative energy (zero: lowest compared OMol25 entry of this formula, charge and spin): 1.121 eV

***

Record 6
Computed, not measured: a structure of composition C2H5N5 at a distorted geometry, with the ωB97M-V functional and the def2-TZVPD basis.

Last column: natural (NBO) charge in e.
Positions of all 12 atoms, in Å:
1 N -0.67944 1.35449 -0.15618  -0.327
2 N 0.68448 1.26815 0.22607  -0.357
3 N -2.35621 -0.20007 0.23134  -0.810
4 N 0.05254 -0.73649 0.17561  -0.555
5 N 2.38163 -0.31437 -0.04318  -0.779
6 C 1.18154 0.06359 0.12475  0.391
7 C -1.01200 0.13229 -0.04137  0.464
8 H -2.79818 -1.05828 -0.30464  0.379
9 H 2.90933 0.08461 1.16018  0.391
10 H -0.09898 -1.86933 -0.62718  0.384
11 H -2.82153 0.64793 0.14813  0.392
12 H 2.55682 0.62749 -0.89352  0.426

* orbital gap: 8.42 eV
* E_HOMO: -8.50 eV
* largest force on an atom: 0.195 Eh/bohr
* relative energy (zero: lowest compared OMol25 entry of this formula, charge and spin): 6.479 eV